Record 1
Here is 2 unconnected molecules or ions with the total composition C20H28BrClN7O3S from OMol25. Energies are from ωB97M-V with the def2-TZVPD basis set.

Summary:
Kohn-Sham gap	5.51	eV
LUMO energy	-0.1735	hartree
maximum force	0.6	eV/Å
E_HOMO	-0.37601	Ha

```
! RIJCOSX wB97M-V def2-TZVPD def2/J DEFGRID3
* xyz 1 1
C 6.216 -1.800 0.849
C 7.155 -1.000 -0.042
Cl 8.679 -1.913 -0.286
C 6.581 -0.744 -1.440
C 5.292 0.011 -1.538
N 4.263 -0.449 -2.250
C 3.299 0.493 -2.190
N 2.104 0.367 -2.740
C 0.986 1.309 -2.729
C 0.015 1.071 -1.568
C -1.384 1.665 -1.825
C -2.490 0.656 -1.504
S -4.096 1.387 -1.955
C -5.104 0.468 -0.876
N -5.094 -0.796 -0.653
N -6.072 -1.028 0.307
C -6.597 0.113 0.556
O -6.040 1.117 -0.138
N 3.756 1.542 -1.465
O 3.180 2.692 -1.118
N 3.553 3.781 -2.201
O 3.022 4.736 -1.936
N 5.030 1.225 -1.027
C 5.818 2.154 -0.241
C 5.381 2.400 1.228
C 4.956 3.839 1.485
Br 3.978 1.186 1.805
H 6.569 -1.783 1.882
H 5.197 -1.410 0.811
H 6.211 -2.846 0.530
H 7.484 -0.084 0.449
H 6.384 -1.713 -1.904
H 7.319 -0.228 -2.064
H 1.967 -0.517 -3.208
H 1.369 2.328 -2.725
H 0.460 1.180 -3.679
H 0.434 1.472 -0.641
H -0.072 -0.015 -1.447
H -1.483 1.974 -2.873
H -1.548 2.563 -1.224
H -2.510 0.403 -0.444
H -2.357 -0.257 -2.087
H -7.406 0.337 1.236
H 6.836 1.771 -0.289
H 5.825 3.115 -0.767
H 6.232 2.165 1.869
H 5.713 4.527 1.097
H 3.994 4.062 1.018
H 4.855 4.015 2.556
C -10.248 -4.187 2.518
C -9.350 -3.626 1.621
C -8.088 -3.232 2.049
C -7.731 -3.404 3.380
C -8.627 -3.965 4.279
C -9.887 -4.356 3.848
H -11.230 -4.493 2.182
H -9.631 -3.498 0.584
H -7.388 -2.787 1.354
H -6.747 -3.101 3.717
H -8.345 -4.100 5.315
H -10.588 -4.793 4.548
*
```



Record 2
Here is 2 unconnected molecules or ions with the total composition C3H9NS from OMol25. Energies are from ωB97M-V with the def2-TZVPD basis set.

Summary:
Kohn-Sham gap (spin up / spin down)	4.78 / 6.72	eV
LUMO energy (spin up / spin down)	0.1369 / 0.1368	hartree
⟨S²⟩	0.756
maximum force	1.0	eV/Å
E_HOMO (spin up / spin down)	-0.03880 / -0.11018	Ha

```
! RIJCOSX wB97M-V def2-TZVPD def2/J DEFGRID3
* xyz -1 2
C 2.194 0.185 -0.225
N 0.986 -0.537 0.184
C -0.221 0.050 -0.406
C -1.432 -0.080 0.506
S -2.894 0.781 -0.218
H 2.348 -0.072 -1.274
H 3.034 -0.185 0.366
H 2.131 1.281 -0.174
H 0.857 -0.484 1.187
H -0.162 1.133 -0.639
H -0.375 -0.334 -1.422
H -1.610 -1.139 0.706
H -1.172 0.456 1.428
H -3.687 -1.054 -0.019
*
```



Record 3
Here is 2 unconnected molecules or ions with the total composition C2H5O3 from OMol25. Energies are from ωB97M-V with the def2-TZVPD basis set.

Summary:
Kohn-Sham gap	8.89	eV
LUMO energy	0.1539	hartree
maximum force	0.9	eV/Å
E_HOMO	-0.17298	Ha

```
! RIJCOSX wB97M-V def2-TZVPD def2/J DEFGRID3
* xyz -1 1
C -1.728 0.094 -0.127
O -0.976 -0.168 1.018
H -2.488 0.833 0.155
H -1.143 0.473 -0.976
H -2.242 -0.809 -0.499
O 3.188 0.470 -0.510
C 2.140 -0.065 -0.133
O 1.515 0.154 0.952
H 1.682 -0.871 -0.758
H 0.051 -0.111 0.879
*
```



Record 4
Here is a molecular structure, C20H9Cl4F2IN3O2Rh from OMol25. Energies are from ωB97M-V with the def2-TZVPD basis set.

Summary:
Kohn-Sham gap (spin up / spin down)	5.18 / 5.36	eV
LUMO energy (spin up / spin down)	0.0069 / -0.0992	hartree
⟨S²⟩	6.040
maximum force	1.4	eV/Å
E_HOMO (spin up / spin down)	-0.18352 / -0.29616	Ha

```
! RIJCOSX wB97M-V def2-TZVPD def2/J DEFGRID3
* xyz 0 5
Rh -0.379 -0.195 0.045
Cl -0.993 -6.960 0.709
C -1.107 -5.276 0.983
C -2.041 -4.795 1.925
Cl -3.031 -5.904 2.776
C -2.177 -3.434 2.143
Cl -3.298 -2.833 3.294
C -1.390 -2.502 1.430
O -1.499 -1.244 1.555
C -0.385 -3.005 0.488
O 0.342 -2.147 -0.119
C -0.293 -4.398 0.284
Cl 0.844 -4.980 -0.866
F 2.517 -0.168 -4.501
C 1.660 0.468 -3.673
C 1.145 -0.201 -2.565
C 0.298 0.461 -1.706
C -0.109 1.827 -1.969
C 0.504 2.462 -3.084
F 0.233 3.763 -3.340
C 1.364 1.811 -3.923
C -1.018 2.386 -1.053
C -1.713 3.613 -1.171
C -2.540 4.033 -0.171
C -2.712 3.216 0.977
C -2.064 2.005 1.032
N -1.240 1.578 0.075
H 1.437 -1.228 -2.400
H 1.809 2.328 -4.756
H -1.578 4.201 -2.064
H -3.064 4.971 -0.248
H -3.334 3.543 1.794
H -2.186 1.346 1.885
I 4.475 2.189 3.729
C 3.302 1.106 2.391
C 3.710 0.089 1.551
N 2.615 -0.311 0.888
N 1.539 0.383 1.256
C 1.929 1.254 2.169
H 4.678 -0.341 1.398
H 2.513 -1.048 0.202
H 1.239 1.933 2.628
*
```



Record 5
Here is 14 unconnected molecules or ions with the total composition C5H38NO14 from OMol25. Energies are from ωB97M-V with the def2-TZVPD basis set.

Summary:
Kohn-Sham gap	8.57	eV
LUMO energy	0.0864	hartree
maximum force	2.4	eV/Å
E_HOMO	-0.22845	Ha

```
! RIJCOSX wB97M-V def2-TZVPD def2/J DEFGRID3
* xyz -1 1
C -0.124 3.508 1.892
C -0.593 2.169 2.403
C -1.027 4.101 0.836
N -0.989 3.482 -0.472
C -2.195 2.744 -1.038
C -2.012 1.274 -1.471
O -3.181 0.493 -1.145
H 0.920 3.504 1.544
H 0.044 4.192 2.735
H -1.449 2.300 3.058
H 0.128 1.712 3.050
H -0.845 1.577 1.534
H -2.062 4.181 1.200
H -0.955 5.207 0.766
H -0.183 2.879 -0.590
H -2.964 2.899 -0.263
H -2.487 3.414 -1.840
H -1.168 0.824 -0.944
H -1.937 1.173 -2.554
H -2.301 -1.190 1.008
H -3.138 -0.543 2.199
O -3.107 -0.708 1.264
H 2.507 -1.833 -0.908
H 3.084 0.622 -1.226
O 1.567 -1.610 -0.845
H 4.460 -1.966 0.512
H 3.578 -3.339 0.750
O 4.341 -2.895 0.362
H 2.700 2.981 -2.532
H 2.634 1.563 -3.159
O 2.721 2.515 -3.377
H 1.392 -4.724 -0.179
H 1.279 -3.021 -0.216
O 1.234 -3.912 0.274
H 1.821 -0.248 -1.448
H 0.480 -0.121 -3.472
O 2.182 0.719 -1.579
H 1.172 -3.640 2.808
H -0.074 -3.001 3.523
O 0.873 -3.168 3.608
H -2.329 -2.597 4.059
H -1.840 -2.515 2.538
O -1.870 -2.041 3.401
H 3.463 1.259 0.641
H 4.978 1.675 0.431
O 4.329 0.958 0.359
H -1.801 -2.619 -1.520
H -2.386 -1.245 -1.170
O -2.597 -2.182 -1.099
H 1.146 0.916 -4.207
H -3.269 0.187 -0.210
O 0.738 0.050 -4.387
H -0.732 -3.230 1.035
H -2.085 -3.109 0.309
O -1.670 -3.460 1.138
H 0.481 -2.110 -1.909
H -0.575 -1.632 -2.995
O -0.307 -2.419 -2.479
*
```



Record 6
Here is 2 unconnected molecules or ions with the total composition C5H10NO2 from OMol25. Energies are from ωB97M-V with the def2-TZVPD basis set.

Summary:
Kohn-Sham gap	9.73	eV
LUMO energy	-0.1199	hartree
maximum force	3.1	eV/Å
E_HOMO	-0.47737	Ha

```
! RIJCOSX wB97M-V def2-TZVPD def2/J DEFGRID3
* xyz 1 1
C 0.414 -0.274 0.002
C 1.686 -0.610 0.028
C -3.536 -0.278 0.307
C 2.841 0.347 0.128
C -4.635 -0.885 0.084
N -0.116 1.059 0.064
O -2.563 0.373 0.304
O 1.984 -1.895 -0.107
H 3.072 0.872 -0.824
H 3.749 -0.291 0.149
H 2.808 1.081 1.092
H -0.137 -1.173 0.245
H -4.600 -1.219 -1.026
H -5.442 -1.088 0.777
H 0.007 1.455 1.035
H -1.101 1.233 -0.321
H 0.591 1.632 -0.457
H 2.963 -2.169 -0.110
*
```



Record 7
Here is a single C5H7N3 molecule from OMol25. Energies are from ωB97M-V with the def2-TZVPD basis set.

Summary:
Kohn-Sham gap	9.09	eV
LUMO energy	0.0342	hartree
maximum force	3.5	eV/Å
SMILES	[H]/N=C1\CC=CN1N=C
E_HOMO	-0.30003	Ha

```
! RIJCOSX wB97M-V def2-TZVPD def2/J DEFGRID3
* xyz 0 1
H 0.370 2.599 -0.132
N 0.739 1.672 -0.196
C -0.084 0.747 -0.070
C -1.614 0.682 0.118
C -1.841 -0.841 -0.108
C -0.730 -1.534 -0.108
N 0.400 -0.561 -0.051
N 1.647 -1.050 0.081
C 2.635 -0.281 -0.035
H -2.390 1.377 -0.496
H -1.874 0.937 1.308
H -2.886 -1.227 -0.190
H -0.366 -2.548 -0.294
H 3.634 -0.684 0.130
H 2.360 0.711 0.043
*
```



Record 8
Here is a molecular structure, C22H25BCoF4NO from OMol25. Energies are from ωB97M-V with the def2-TZVPD basis set.

Summary:
Kohn-Sham gap (spin up / spin down)	6.39 / 6.53	eV
LUMO energy (spin up / spin down)	0.0817 / 0.0812	hartree
⟨S²⟩	3.790
maximum force	5.6	eV/Å
E_HOMO (spin up / spin down)	-0.15326 / -0.15880	Ha

```
! RIJCOSX wB97M-V def2-TZVPD def2/J DEFGRID3
* xyz -1 4
C 1.697 -0.511 2.101
C 2.291 -0.977 0.885
C 2.141 0.031 -0.118
H 2.879 -1.890 0.854
C 1.364 1.094 0.490
C 1.071 0.724 1.855
H 1.267 2.123 0.163
C -1.307 -1.596 3.361
C -0.431 -2.549 2.806
C -0.479 -2.486 1.373
H 0.245 -3.193 3.346
C -1.598 -1.583 1.074
C -2.065 -1.008 2.318
H 2.557 0.017 -1.138
H 0.534 1.317 2.593
H 1.848 -0.946 3.083
H -2.814 -0.226 2.471
H -0.047 -3.205 0.664
H -1.425 -1.343 4.402
Co 0.352 -0.604 0.573
C -2.189 -1.408 -0.301
C -3.745 -1.500 -0.435
C -1.489 -2.446 -1.237
H -4.198 -2.495 -0.254
H -4.025 -1.211 -1.472
H -4.209 -0.777 0.262
H -1.551 -3.448 -0.784
H -0.404 -2.219 -1.343
H -1.983 -2.505 -2.221
C -1.911 0.134 -0.629
C -1.020 0.367 -1.817
H -1.581 0.753 0.247
H -2.885 0.642 -0.798
O -0.078 -0.450 -2.070
N -1.250 1.567 -2.507
C -0.273 2.626 -2.241
H -1.606 1.565 -3.471
C 1.034 2.248 -2.880
C 2.189 2.913 -2.460
H 2.067 3.796 -1.817
C 3.436 2.417 -2.833
H 4.324 2.978 -2.537
C 3.504 1.230 -3.581
H 4.485 0.826 -3.849
C 2.327 0.606 -4.033
H 2.365 -0.364 -4.543
C 1.089 1.226 -3.831
H 0.200 0.918 -4.407
H -0.195 2.775 -1.146
H -0.586 3.591 -2.655
F -0.754 0.959 4.589
B 0.015 0.488 5.719
F 0.665 -0.741 5.339
F 0.998 1.481 6.024
F -0.849 0.268 6.816
*
```



Record 9
Here is a molecular structure, C3H7F3N2O2S from OMol25. Energies are from ωB97M-V with the def2-TZVPD basis set.

Summary:
Kohn-Sham gap	10.97	eV
LUMO energy	0.0212	hartree
maximum force	4.9	eV/Å
E_HOMO	-0.38207	Ha

```
! RIJCOSX wB97M-V def2-TZVPD def2/J DEFGRID3
* xyz 0 1
C 0.586 1.768 0.591
C -0.009 0.826 -0.349
C 0.586 0.858 -1.779
N -1.522 -2.135 0.092
N 0.636 -0.901 0.118
O 0.107 -2.578 1.972
O -1.096 -0.456 1.864
F 0.426 2.051 -2.473
F 1.930 0.808 -1.665
F 0.122 -0.119 -2.519
S -0.461 -1.533 1.185
H 1.698 1.904 0.620
H 0.143 1.521 1.533
H 0.371 2.800 0.153
H -1.120 0.541 -0.299
H -2.467 -1.669 0.292
H -1.401 -3.086 0.063
H 1.471 -0.599 0.600
*
```



Record 10
Here is 2 unconnected molecules or ions with the total composition C4H5BrO2 from OMol25. Energies are from ωB97M-V with the def2-TZVPD basis set.

Summary:
Kohn-Sham gap	8.26	eV
LUMO energy	-0.0133	hartree
maximum force	5.7	eV/Å
E_HOMO	-0.31676	Ha

```
! RIJCOSX wB97M-V def2-TZVPD def2/J DEFGRID3
* xyz 0 1
C 3.283 2.132 -0.003
C 1.689 -0.685 -1.319
C -0.175 -0.267 0.587
C 0.479 -0.048 -0.876
O 4.028 1.480 0.589
O 2.551 2.755 -0.593
Br 2.700 -1.540 0.016
H -1.184 0.321 0.681
H 0.445 -0.111 1.370
H -0.378 -1.364 0.485
H 0.788 0.910 -1.059
H -0.289 -0.170 -1.660
*
```



Record 11
Here is a molecular structure, C24H50AgF9N2O10 from OMol25. Energies are from ωB97M-V with the def2-TZVPD basis set.

Summary:
Kohn-Sham gap	1.96	eV
LUMO energy	-0.1187	hartree
maximum force	4.8	eV/Å
E_HOMO	-0.19072	Ha

```
! RIJCOSX wB97M-V def2-TZVPD def2/J DEFGRID3
* xyz 0 1
Ag -1.228 0.898 0.144
C 1.462 1.693 7.667
O 2.477 0.803 8.064
O 0.967 1.266 6.404
C 0.491 2.044 8.899
F -0.814 1.826 8.662
F 0.570 1.336 9.975
F 0.691 3.328 9.231
C 3.781 1.297 8.448
C 4.436 0.137 9.159
H 3.734 -0.341 9.842
H 4.545 -0.778 8.576
H 5.385 0.359 9.648
H 3.742 2.143 9.135
H 4.363 1.596 7.576
H 2.011 2.623 7.520
C -4.100 7.722 0.480
O -4.733 8.088 1.685
O -4.072 6.277 0.438
C -4.434 8.525 -0.803
F -5.606 8.314 -1.258
F -4.388 9.833 -0.654
F -3.565 8.183 -1.791
C -3.945 8.630 2.750
C -4.705 8.954 4.076
H -4.167 8.920 5.024
H -5.275 9.882 4.056
H -5.592 8.338 4.225
H -3.386 9.516 2.449
H -3.073 8.036 3.023
H -3.070 8.079 0.489
C -4.994 -5.935 -0.948
O -6.398 -6.095 -0.586
O -4.582 -4.800 -0.223
C -4.089 -7.240 -0.782
F -2.779 -7.050 -0.885
F -4.289 -7.879 0.388
F -4.410 -7.981 -1.812
C -7.280 -6.838 -1.348
C -8.621 -6.691 -0.644
H -8.709 -7.287 0.264
H -8.752 -5.636 -0.399
H -9.385 -7.108 -1.300
H -7.036 -7.890 -1.495
H -7.392 -6.332 -2.308
H -4.970 -5.750 -2.022
C 2.476 -3.409 0.494
O 2.217 -2.709 1.706
C 3.230 -2.676 2.678
C 3.192 -3.720 3.695
N 1.706 -3.992 4.182
H 1.321 -3.179 4.641
H 1.115 -3.958 3.364
C 1.510 -5.273 4.974
C 1.601 -5.049 6.538
O 0.716 -4.080 6.893
C 0.502 -4.123 8.294
H 1.623 -3.406 -0.184
H 2.642 -4.462 0.724
H 3.384 -3.123 -0.037
H 3.110 -1.744 3.230
H 4.195 -2.672 2.172
H 3.841 -3.551 4.554
H 3.434 -4.639 3.160
H 2.234 -5.936 4.500
H 0.504 -5.608 4.718
H 2.578 -4.657 6.823
H 1.450 -6.025 7.001
H 1.350 -3.658 8.798
H 0.349 -5.045 8.856
H -0.337 -3.490 8.583
C 5.486 3.640 -10.340
O 4.640 2.577 -10.431
C 3.962 2.517 -11.709
C 3.265 1.153 -11.956
N 1.968 1.119 -11.157
H 1.312 1.775 -11.556
H 1.607 0.189 -11.311
C 2.225 1.297 -9.633
C 0.931 1.226 -8.808
O 1.212 1.326 -7.388
C 1.537 2.723 -7.024
H 6.190 3.531 -11.165
H 6.148 3.637 -9.474
H 4.912 4.535 -10.580
H 4.765 2.620 -12.439
H 3.179 3.265 -11.835
H 3.890 0.301 -11.689
H 3.024 1.218 -13.017
H 2.635 2.307 -9.603
H 2.916 0.504 -9.345
H 0.270 0.413 -9.110
H 0.179 1.981 -9.041
H 1.611 2.840 -5.943
H 0.854 3.426 -7.500
H 2.527 3.051 -7.341
*
```



Record 12
Here is a molecular structure, C31H28BrN3OPPdS from OMol25. Energies are from ωB97M-V with the def2-TZVPD basis set.

Summary:
Kohn-Sham gap (spin up / spin down)	6.84 / 6.85	eV
LUMO energy (spin up / spin down)	-0.1244 / -0.1243	hartree
maximum force	0.9	eV/Å
E_HOMO (spin up / spin down)	-0.37595 / -0.37590	Ha

```
! RIJCOSX wB97M-V def2-TZVPD def2/J DEFGRID3
* xyz 1 1
Pd 0.431 -0.569 -0.178
O 3.619 -1.367 -0.107
N 2.849 -0.214 -0.245
C 3.512 0.775 -0.685
C 3.131 2.213 -0.672
C 4.250 3.039 -0.804
C 4.146 4.419 -0.739
C 2.902 4.992 -0.541
C 1.786 4.180 -0.417
C 1.873 2.790 -0.481
P 0.295 1.883 -0.331
C -0.436 2.689 1.139
C -1.571 3.491 1.114
C -2.081 4.028 2.294
C -1.455 3.774 3.502
C -0.311 2.981 3.530
C 0.191 2.440 2.360
C -0.622 2.436 -1.797
C -1.994 2.192 -1.898
C -2.697 2.540 -3.040
C -2.036 3.119 -4.115
C -0.670 3.343 -4.038
C 0.034 3.003 -2.890
H 4.524 -1.149 -0.373
H 4.548 0.608 -0.987
H 5.222 2.585 -0.955
H 5.030 5.034 -0.845
H 2.795 6.068 -0.485
H 0.816 4.642 -0.268
H -2.055 3.738 0.179
H -2.963 4.655 2.258
H -1.849 4.193 4.420
H 0.186 2.774 4.470
H 1.072 1.808 2.407
H -2.532 1.720 -1.087
H -3.762 2.352 -3.092
H -2.584 3.392 -5.008
H -0.144 3.784 -4.876
H 1.099 3.193 -2.857
Br -2.186 -0.766 -0.003
C -2.202 -2.611 -0.344
C -3.397 -3.255 -0.367
C -3.405 -4.646 -0.638
C -2.234 -5.290 -0.887
C -0.989 -4.601 -0.869
C 0.213 -5.282 -1.189
C 1.385 -4.597 -1.229
C 1.429 -3.219 -0.895
C 0.311 -2.518 -0.552
C -0.947 -3.216 -0.567
H -4.322 -2.718 -0.199
H -4.347 -5.179 -0.669
H -2.226 -6.347 -1.126
H 0.176 -6.338 -1.429
H 2.302 -5.107 -1.501
H 2.381 -2.724 -0.898
C -1.758 -4.311 2.955
N -1.193 -2.977 2.862
C 0.075 -2.702 2.550
N 0.892 -3.738 2.344
S 0.620 -1.077 2.435
H -2.839 -4.222 3.008
H -1.404 -4.844 3.839
H -1.530 -4.887 2.055
H -1.746 -2.173 3.106
H 0.574 -4.692 2.335
H 1.819 -3.535 2.013
*
```